[1]
{"formula": "C3H2CsFLiO4", "method": "ωB97M-V with the def2-TZVPD basis set", "relative_energy_kcal_mol": 71.4, "total_charge": 0, "e_tot_ha": -543.86250, "multiplicity": 2, "species": ["Cs", "F", "O", "O", "O", "O", "C", "C", "C", "Li", "H", "H"], "coordinates": [[-0.2041, 4.1755, 0.0721], [-1.2017, -1.5018, 2.3018], [2.0404, -1.6093, -3.2231], [1.5716, 0.2563, -2.2586], [1.5439, -1.5541, -1.1419], [-2.3149, 1.5850, 1.3493], [-1.0357, -0.3807, 1.5559], [-2.2846, 0.3665, 1.5250], [1.5529, -0.9953, -2.2631], [3.7128, -0.3344, -1.5181], [-0.1826, 0.1913, 1.8897], [-3.1981, -0.1992, 1.7108]], "nbo_charge": [0.989, -0.399, -0.633, -0.770, -0.544, -0.805, -0.131, 0.249, 0.863, 0.980, 0.103, 0.099]}

[2]
{"formula": "C3H2CsO3", "method": "ωB97M-V with the def2-TZVPD basis set", "relative_energy_kcal_mol": 246.0, "total_charge": 1, "e_tot_ha": -360.78042, "species": ["Cs", "O", "O", "O", "C", "C", "C", "H", "H"], "coordinates": [[-0.6867, 1.7729, -3.1819], [-0.4892, 0.9692, 0.5840], [-1.3996, 1.6335, 1.4018], [1.0575, -0.8470, -1.4587], [1.2314, -2.0466, -1.3832], [-1.0922, 1.8872, 3.8973], [-1.1759, 1.8168, 2.5975], [0.3644, -2.7308, -1.4395], [2.1903, -2.4551, -1.0174]], "nbo_charge": [0.997, -0.309, -0.033, -0.556, 0.297, 0.210, 0.133, 0.125, 0.137]}

[3]
{"formula": "C3H2CuMgO3", "method": "ωB97M-V with the def2-TZVPD basis set", "relative_energy_kcal_mol": 0.0, "total_charge": 1, "e_tot_ha": -2181.41514, "species": ["Cu", "Mg", "O", "O", "O", "C", "C", "C", "H", "H"], "coordinates": [[1.3753, -2.6392, -0.8638], [1.8906, 0.6080, 0.2744], [0.6550, -0.1597, 1.7669], [0.6047, 1.4041, -1.1662], [0.8081, -0.6309, -1.1198], [-0.3693, -0.0246, 1.3253], [-1.2478, 0.2929, 0.2526], [-0.0517, 0.4377, -0.8723], [-1.7538, 1.2453, 0.3943], [-1.9111, -0.5337, 0.0088]], "nbo_charge": [0.880, 1.136, -0.536, -0.684, -1.051, 0.595, -0.605, 0.641, 0.318, 0.307]}